1.
Density functional theory data (ωB97M-V/def2-TZVPD) for one molecule with the formula C9H10INS in a non-equilibrium geometry.

For the energy above the lowest of the compared OMol25 structures with the same formula, charge and spin, the calculation gives 3.9163 eV. The net charge is 0. The value obtained for the HOMO-LUMO gap is 5.637 eV. The calculated total energy is -29916.99725 eV. The LUMO energy is -1.273 eV.

Each line ends with the Mulliken charge.
Element x y z (Å)
C (1.687, 0.783, 1.526)  -0.42
C (0.410, 1.420, 1.456)  -0.99
C (1.078, -1.001, 0.168)  -0.87
C (2.065, -0.346, 0.882)  0.74
C (-0.553, 0.814, 0.572)  0.83
C (-0.106, -0.345, -0.079)  0.70
C (-2.631, -0.450, -1.292)  0.18
C (3.499, -0.712, 0.714)  -1.34
C (-3.399, -0.030, -2.549)  -0.99
N (-1.764, 1.339, 0.404)  -0.68
S (-0.939, -0.866, -1.517)  -0.22
I (-3.674, -0.942, 0.362)  0.24
H (2.412, 1.433, 2.116)  0.23
H (0.142, 2.181, 2.137)  0.36
H (1.382, -1.728, -0.568)  0.27
H (3.945, -1.431, 1.575)  0.23
H (3.584, -1.272, -0.209)  0.34
H (4.253, 0.084, 0.753)  0.36
H (-3.612, 1.009, -2.666)  0.32
H (-4.246, -0.644, -2.931)  0.32
H (-2.586, -0.185, -3.417)  0.27
H (-1.915, 2.157, 0.872)  0.12

=====

2.
Density functional theory data (ωB97M-V/def2-TZVPD) for a 3-piece molecular cluster, C4H13N3O overall in a non-equilibrium geometry.

For the energy above the lowest of the compared OMol25 structures with the same formula, charge and spin, the calculation gives 3.4474 eV. The net charge is 0. The value obtained for the HOMO-LUMO gap is 9.118 eV. The calculated total energy is -10874.23019 eV. As for the SMILES: [H]/N=C(\C)N.C=C.NO. The LUMO energy is 0.860 eV.

Each line ends with the Mulliken charge.
Element x y z (Å)
C (1.673, 0.036, -0.356)  0.76
C (2.804, -0.437, 0.521)  -1.22
N (1.107, -0.653, -1.280)  -0.71
N (1.219, 1.287, -0.106)  -0.50
H (-0.490, -0.917, 1.680)  0.18
H (0.354, 1.542, -0.562)  0.30
H (1.366, 1.676, 0.815)  0.23
H (1.493, -1.578, -1.423)  0.15
H (-0.427, -0.184, -1.549)  0.48
H (3.481, 0.387, 0.736)  0.34
H (2.403, -0.809, 1.463)  0.28
H (3.359, -1.241, 0.042)  0.37
N (-2.431, -0.593, -1.721)  -0.53
C (-1.382, -0.429, 1.320)  -0.37
C (-1.707, 0.803, 1.697)  -0.50
O (-1.342, 0.319, -1.546)  -0.41
H (-2.498, -0.801, -2.732)  0.23
H (-3.247, -0.050, -1.430)  0.21
H (-2.061, -1.064, 0.771)  0.23
H (-2.618, 1.268, 1.376)  0.21
H (-1.055, 1.435, 2.285)  0.25

=====

3.
Density functional theory data (ωB97M-V/def2-TZVPD) for one molecule with the formula C4H7NO2 in a non-equilibrium geometry.

For the energy above the lowest of the compared OMol25 structures with the same formula, charge and spin, the calculation gives 2.5032 eV. The net charge is 0. The value obtained for the HOMO-LUMO gap is 10.023 eV. The calculated total energy is -9844.77648 eV. As for the SMILES: O=C1CN[C@@H]1CO. The LUMO energy is 0.757 eV.

Each line ends with the Mulliken charge.
Element x y z (Å)
C (1.601, 0.045, -0.472)  -0.60
C (0.171, -0.303, -0.839)  0.29
C (-1.284, -0.659, 0.705)  -0.47
C (-0.819, 0.564, -0.047)  0.33
H (2.325, 0.776, 1.194)  0.32
H (2.038, 0.973, -0.980)  0.33
H (2.273, -0.795, -0.772)  0.30
H (-0.048, -0.427, -1.953)  0.36
H (-0.900, -2.080, -0.722)  0.29
H (-2.402, -0.763, 0.541)  0.26
H (-1.128, -0.780, 1.786)  0.22
N (-0.398, -1.459, -0.126)  -0.53
O (1.566, 0.271, 0.930)  -0.54
O (-1.240, 1.659, -0.217)  -0.56

=====

4.
Density functional theory data (ωB97M-V/def2-TZVPD) for CH4AsCsF6N2O as an isolated structure in a non-equilibrium geometry.

For the energy above the lowest of the compared OMol25 structures with the same formula, charge and spin, the calculation gives 0.0000 eV. The net charge is 0. The value obtained for the HOMO-LUMO gap is 9.000 eV. The calculated total energy is -83824.62149 eV. The LUMO energy is -1.700 eV.

Each line ends with the Mulliken charge.
Element x y z (Å)
Cs (-20.660, 15.461, -11.425)  0.99
As (-23.247, 14.959, -17.347)  2.00
F (-24.108, 16.466, -16.961)  -0.48
F (-22.896, 14.718, -15.610)  -0.53
F (-22.418, 13.442, -17.840)  -0.49
F (-23.614, 15.255, -19.110)  -0.51
F (-21.721, 15.879, -17.512)  -0.49
F (-24.768, 14.034, -17.155)  -0.49
C (-18.777, 15.461, -5.959)  0.69
O (-18.581, 15.552, -7.195)  -0.71
N (-17.763, 15.244, -5.135)  -0.40
N (-19.935, 15.652, -5.443)  -0.36
H (-17.881, 15.158, -4.136)  0.18
H (-16.886, 15.092, -5.611)  0.22
H (-20.132, 15.570, -4.456)  0.18
H (-20.686, 15.846, -6.091)  0.21

=====

5.
Density functional theory data (ωB97M-V/def2-TZVPD) for a 2-piece molecular cluster, C4H11NO overall in a non-equilibrium geometry.

For the energy above the lowest of the compared OMol25 structures with the same formula, charge and spin, the calculation gives 1.6447 eV. The net charge is 0. The value obtained for the HOMO-LUMO gap is 9.148 eV. The calculated total energy is -7862.90883 eV. As for the SMILES: CC(C)=CN.O. The LUMO energy is 0.804 eV.

Each line ends with the Mulliken charge.
Element x y z (Å)
C (0.079, -0.323, 1.342)  -1.36
C (0.259, -0.633, -0.090)  0.89
C (-0.638, -0.432, -1.075)  -0.35
N (-1.913, 0.097, -0.814)  -0.59
C (1.585, -1.317, -0.392)  -1.46
H (-0.586, -1.078, 1.803)  0.32
H (0.893, -0.361, 2.062)  0.37
H (-0.318, 0.647, 1.634)  0.26
H (-0.423, -0.622, -2.125)  0.35
H (-2.160, 0.834, -1.467)  0.30
H (-1.860, 0.627, 0.048)  0.25
H (2.278, -1.128, 0.439)  0.35
H (1.502, -2.391, -0.517)  0.31
H (2.246, -0.841, -1.126)  0.35
H (-0.942, 2.316, 0.546)  0.28
H (0.290, 1.911, -0.221)  0.39
O (-0.290, 2.692, -0.047)  -0.67

=====

6.
Density functional theory data (ωB97M-V/def2-TZVPD) for a 2-piece molecular cluster, C3H10N3 overall in a non-equilibrium geometry.

For the energy above the lowest of the compared OMol25 structures with the same formula, charge and spin, the calculation gives 2.8423 eV. The net charge is +1. The value obtained for the HOMO-LUMO gap is 9.565 eV. The calculated total energy is -7735.42216 eV. The LUMO energy is -4.787 eV.

Each line ends with the Mulliken charge.
Element x y z (Å)
C (0.425, 1.673, -0.441)  -0.89
N (0.429, 0.479, 0.465)  -0.36
C (-0.601, 0.431, 1.443)  -0.04
N (-0.384, -0.031, 2.638)  -0.58
H (1.476, 1.910, -0.718)  0.35
H (-0.084, 1.472, -1.401)  0.25
H (-0.043, 2.554, 0.040)  0.35
H (1.280, 0.477, 0.967)  0.26
H (-1.486, 1.026, 1.202)  0.36
H (-1.300, -0.016, 3.143)  0.30
C (0.170, -1.303, -2.486)  -0.08
N (-0.069, -1.424, -1.228)  -0.19
H (0.659, -0.413, -2.796)  0.24
H (0.007, -2.032, -3.303)  0.28
H (-0.392, -2.332, -0.936)  0.24
H (0.094, -0.618, -0.420)  0.50

=====

7.
Density functional theory data (ωB97M-V/def2-TZVPD) for a 2-piece molecular cluster, C3H9O2PS overall in a non-equilibrium geometry.

For the energy above the lowest of the compared OMol25 structures with the same formula, charge and spin, the calculation gives 5.4420 eV. The net charge is 0. The value obtained for the HOMO-LUMO gap (alpha / beta) is 8.438 / 6.844 eV. The calculated total energy is -27471.48741 eV. The LUMO energy (alpha / beta) is -0.207 / -2.071 eV.

Each line ends with the Mulliken charge.
Element x y z (Å)
C (1.006, -0.858, 0.936)  -0.94
C (1.196, 2.078, 1.395)  -0.80
C (-1.838, -1.551, -2.452)  -0.89
O (-1.476, 2.085, -0.893)  -0.50
O (-1.816, 0.155, 0.618)  -0.46
P (1.097, 0.773, 0.070)  0.14
S (-1.160, 0.724, -0.586)  0.61
H (0.839, -1.562, 0.012)  0.27
H (0.202, -0.960, 1.723)  0.32
H (1.972, -1.010, 1.311)  0.42
H (0.105, 2.485, 1.135)  0.19
H (1.906, 2.973, 1.284)  0.31
H (1.083, 1.853, 2.397)  0.38
H (-1.190, -2.107, -3.204)  0.25
H (-1.726, -1.707, -1.375)  0.38
H (-2.706, -1.000, -2.845)  0.30

=====

8.
Density functional theory data (ωB97M-V/def2-TZVPD) for C22H42NP3SSc as an isolated structure in a non-equilibrium geometry.

For the energy above the lowest of the compared OMol25 structures with the same formula, charge and spin, the calculation gives 0.0000 eV. The net charge is +3. The value obtained for the HOMO-LUMO gap (alpha / beta) is 6.167 / 4.727 eV. The calculated total energy is -84360.89870 eV. The LUMO energy (alpha / beta) is -11.322 / -12.661 eV.

Each line ends with the Mulliken charge.
Element x y z (Å)
Sc (-0.165, -0.330, 0.341)  -0.98
P (-1.470, -0.432, -2.077)  1.04
P (0.353, -2.578, 1.733)  0.95
P (1.841, -1.013, -1.329)  1.50
H (-1.446, 4.491, 0.515)  0.33
C (-1.460, 4.411, -0.579)  -0.60
C (-2.474, 3.820, -1.223)  -0.63
H (-3.333, 3.403, -0.684)  0.41
C (-3.103, 0.389, -1.986)  -0.79
C (-1.965, -2.132, -2.569)  -1.27
C (-0.904, 0.253, -3.679)  -1.21
C (1.547, -2.489, 3.128)  -1.30
C (-1.068, -3.311, 2.631)  -1.13
C (0.975, -4.071, 0.860)  -1.30
C (2.344, 0.351, -2.443)  -1.31
C (1.706, -2.438, -2.465)  -1.45
C (3.423, -1.356, -0.471)  -1.24
H (-0.602, 4.827, -1.118)  0.29
H (-2.493, 3.770, -2.318)  0.31
H (-2.978, 1.427, -1.649)  -0.19
H (-3.754, -0.132, -1.276)  0.34
H (-3.568, 0.384, -2.981)  0.52
H (-2.572, -2.582, -1.774)  0.34
H (-1.075, -2.755, -2.721)  0.31
H (-2.553, -2.097, -3.496)  0.42
H (-0.507, 1.262, -3.511)  0.35
H (-1.759, 0.314, -4.366)  0.51
H (-0.119, -0.369, -4.128)  0.33
H (1.598, -3.464, 3.634)  0.46
H (1.202, -1.729, 3.840)  0.41
H (2.543, -2.207, 2.766)  0.31
H (-0.733, -4.149, 3.257)  0.52
H (-1.822, -3.666, 1.919)  0.38
H (-1.528, -2.544, 3.268)  0.37
H (0.996, -4.918, 1.560)  0.49
H (1.982, -3.907, 0.458)  0.36
H (0.300, -4.313, 0.029)  0.33
H (3.396, 0.593, -2.247)  0.49
H (1.739, 1.245, -2.245)  0.21
H (2.225, 0.055, -3.492)  0.43
H (2.715, -2.715, -2.801)  0.54
H (1.085, -2.191, -3.337)  0.39
H (1.256, -3.294, -1.943)  0.26
H (3.946, -0.407, -0.292)  0.44
H (4.043, -2.006, -1.106)  0.44
H (3.247, -1.846, 0.495)  0.17
C (2.053, 2.657, 1.090)  1.22
C (3.068, 2.109, 1.902)  -0.39
C (4.245, 2.826, 2.122)  -0.68
C (4.413, 4.103, 1.570)  -0.39
C (3.391, 4.665, 0.791)  -0.63
C (2.222, 3.949, 0.551)  -0.41
S (0.575, 1.816, 0.730)  0.03
H (1.212, -0.003, 1.268)  0.33
H (2.921, 1.123, 2.343)  0.56
H (5.043, 2.390, 2.726)  0.45
H (5.332, 4.661, 1.751)  0.45
H (3.502, 5.665, 0.368)  0.44
H (1.415, 4.363, -0.057)  0.31
C (-4.806, 0.089, 2.077)  -0.35
C (-4.342, -1.070, 1.456)  -1.08
C (-3.019, -1.129, 1.017)  -0.32
N (-2.153, -0.096, 1.215)  0.74
C (-2.604, 1.036, 1.824)  -0.38
C (-3.922, 1.155, 2.255)  -0.79
H (-5.839, 0.159, 2.407)  0.47
H (-4.974, -1.939, 1.289)  0.50
H (-2.642, -2.022, 0.500)  0.42
H (-1.877, 1.847, 1.955)  0.48
H (-4.225, 2.093, 2.722)  0.49